DFT (ωB97M-V/def2-TZVPD) results for a cluster of 2 separate species, C3H4OS in total at a distorted geometry.

Atoms and positions in Å:
C  -1.39478  -0.46048  -0.13732
C  1.58679  0.99984  -0.23380
C  2.67312  0.47448  0.07829
O  -3.93936  0.00810  -0.00154
S  -2.58006  0.62950  -0.15424
H  -1.62404  -1.47598  0.32448
H  -0.48927  -0.33223  -0.16984
H  3.61376  0.66314  0.44633
H  2.15384  -0.50637  -0.15237

Forces on atoms 1 to 6 (eV/Å):
C -10.043 -3.265 2.297
C -1.720 0.802 -0.585
C -0.417 -0.582 -0.146
O 1.689 0.813 0.094
S -0.887 -1.193 -0.455
H -0.256 1.166 -1.124

The HOMO-LUMO gap is 9.54 eV. The HOMO energy comes out at -9.7 eV. For the max |F|, the calculation gives 0.2102 Eh/bohr. Its net charge is 0. The total energy comes out at -16051.8278 eV.


DFT (ωB97M-V/def2-TZVPD) results for an isolated molecule of C4H6N2.

Atoms and positions in Å:
C  -2.07406  -0.22678  0.09184
C  -0.42818  -0.32624  0.06635
C  0.43186  0.69836  -0.06594
N  1.83140  0.39407  -0.12352
C  2.30571  -0.82485  -0.09931
N  -0.78094  -1.52065  0.20227
H  -2.23633  0.51112  0.88002
H  -2.66472  -1.10906  0.34584
H  -2.35737  0.11409  -0.90301
H  0.12874  1.72940  -0.14200
H  2.41358  1.22930  -0.16890
H  3.41114  -0.73011  -0.14352

Forces on atoms 1 to 6 (eV/Å):
C -0.350 0.163 -0.043
C -0.090 -0.545 0.063
C -0.046 0.041 0.002
N -0.078 -0.354 0.032
C 0.162 0.406 -0.014
N 0.341 0.661 -0.090

The HOMO-LUMO gap is 8.06 eV. The HOMO energy comes out at -7.8 eV. For the max |F|, the calculation gives 0.0146 Eh/bohr. Its net charge is 0. The total energy comes out at -7218.9836 eV.


DFT (ωB97M-V/def2-TZVPD) results for a structure of composition C23H19N3O2SSe2Te2V at a distorted geometry.

Atoms and positions in Å:
V  0.27881  -1.56352  0.36967
C  -1.11706  6.34154  3.32650
C  -0.83978  4.89242  3.02714
C  -1.75082  3.89885  3.37843
C  -1.49594  2.56653  3.09993
C  -0.32053  2.21349  2.45195
C  0.60242  3.18481  2.10173
C  0.33972  4.51493  2.38954
S  0.00197  0.48496  2.15401
O  1.17695  0.43958  1.26633
O  0.15116  -0.08958  3.46049
N  -1.23151  -0.10965  1.35822
C  -1.29568  0.47363  0.04905
C  -1.85047  1.69231  -0.24296
C  -1.79457  2.17915  -1.56708
C  -1.18319  1.35778  -2.52079
C  -0.64753  0.14686  -2.16347
N  -0.66939  -0.31321  -0.87774
H  -2.08633  6.46352  3.81065
H  -1.11968  6.93953  2.41228
H  -0.35586  6.76096  3.98837
H  -2.67391  4.17466  3.87698
H  -2.20149  1.79199  3.37368
H  1.51419  2.88584  1.60204
H  1.06299  5.27507  2.11276
H  -2.30844  2.26551  0.55127
H  -2.19530  3.14899  -1.82841
H  -1.12147  1.66510  -3.55894
H  -0.18511  -0.50797  -2.89282
Se  1.88022  -2.98837  1.60814
Te  3.51281  -4.05618  3.23402
Te  -0.93864  -5.47750  2.45793
Se  -0.37648  -3.01087  2.27081
C  3.88900  -0.96652  -1.99122
C  3.66200  -1.76209  -3.11080
C  2.50307  -2.50676  -3.18941
C  1.57379  -2.45842  -2.14514
N  1.81265  -1.67644  -1.07361
C  2.93688  -0.96278  -0.99558
C  0.32167  -3.22652  -2.07825
C  -0.11114  -4.01460  -3.15043
C  -1.31568  -4.68607  -3.06417
C  -2.07608  -4.56534  -1.90380
C  -1.63298  -3.79141  -0.84541
C  -0.42314  -3.09041  -0.88597
H  4.78381  -0.36961  -1.88449
H  4.39552  -1.81164  -3.90685
H  2.31355  -3.14013  -4.04348
H  3.05441  -0.38042  -0.08957
H  0.47921  -4.10069  -4.05655
H  -1.66306  -5.29687  -3.88989
H  -3.02213  -5.09065  -1.82386
H  -2.24341  -3.74380  0.04878

Forces on atoms 1 to 6 (eV/Å):
V -0.663 0.137 -2.017
C 0.002 0.024 0.000
C 0.036 -0.047 -0.035
C 0.011 0.054 0.007
C 0.077 -0.040 0.025
C 0.088 0.019 -0.011

The spin multiplicity is 4. The HOMO-LUMO gap (alpha / beta) is 3.54 / 4.50 eV. The HOMO energy (alpha / beta) comes out at 0.3 / -0.7 eV. For the max |F|, the calculation gives 0.0414 Eh/bohr. Its net charge is -2. The total energy comes out at -214527.6215 eV. As for the expectation value of S²: 3.810.